No. 1
{
  "formula": "C82H181B2F8N9O3",
  "method": "ωB97M-V/def2-TZVPD",
  "orbital_gap_ha": 0.17318,
  "charge": 6,
  "lumo_energy_ev": -8.7,
  "elements": ["C", "C", "C", "N", "C", "C", "C", "C", "C", "C", "H", "H", "H", "H", "H", "H", "H", "H", "H", "H", "H", "H", "H", "H", "H", "H", "H", "H", "H", "H", "C", "C", "C", "N", "C", "C", "C", "C", "C", "C", "H", "H", "H", "H", "H", "H", "H", "H", "H", "H", "H", "H", "H", "H", "H", "H", "H", "H", "H", "H", "C", "C", "C", "N", "C", "C", "C", "C", "C", "C", "H", "H", "H", "H", "H", "H", "H", "H", "H", "H", "H", "H", "H", "H", "H", "H", "H", "H", "H", "H", "C", "C", "C", "N", "C", "C", "C", "C", "C", "C", "H", "H", "H", "H", "H", "H", "H", "H", "H", "H", "H", "H", "H", "H", "H", "H", "H", "H", "H", "H", "C", "C", "C", "N", "C", "C", "C", "C", "C", "C", "H", "H", "H", "H", "H", "H", "H", "H", "H", "H", "H", "H", "H", "H", "H", "H", "H", "H", "H", "H", "C", "C", "C", "N", "C", "C", "C", "C", "C", "C", "H", "H", "H", "H", "H", "H", "H", "H", "H", "H", "H", "H", "H", "H", "H", "H", "H", "H", "H", "H", "C", "C", "C", "N", "C", "C", "C", "C", "C", "C", "H", "H", "H", "H", "H", "H", "H", "H", "H", "H", "H", "H", "H", "H", "H", "H", "H", "H", "H", "H", "C", "C", "C", "N", "C", "C", "C", "C", "C", "C", "H", "H", "H", "H", "H", "H", "H", "H", "H", "H", "H", "H", "H", "H", "H", "H", "H", "H", "H", "H", "C", "C", "C", "N", "C", "C", "C", "C", "C", "C", "H", "H", "H", "H", "H", "H", "H", "H", "H", "H", "H", "H", "H", "H", "H", "H", "H", "H", "H", "H", "B", "F", "F", "F", "F", "B", "F", "F", "F", "F", "O", "C", "O", "O", "H"],
  "coordinates": [[-3.95, 6.89, 6.16], [-4.67, 8.05, 6.86], [-3.77, 9.33, 7.04], [-4.42, 10.57, 7.60], [-5.49, 11.09, 6.60], [-5.97, 12.47, 7.13], [-4.85, 13.53, 7.32], [-3.78, 13.04, 8.29], [-3.33, 11.62, 7.94], [-4.94, 10.13, 9.00], [-3.08, 6.51, 6.69], [-3.49, 7.29, 5.26], [-4.57, 6.02, 5.94], [-5.15, 7.80, 7.81], [-5.56, 8.36, 6.32], [-3.45, 9.70, 6.06], [-2.84, 9.24, 7.60], [-5.01, 11.35, 5.65], [-6.19, 10.25, 6.53], [-6.87, 12.97, 6.78], [-6.52, 12.33, 8.07], [-4.39, 13.71, 6.35], [-5.12, 14.58, 7.49], [-2.91, 13.69, 8.18], [-4.01, 13.05, 9.35], [-2.65, 11.63, 7.09], [-2.73, 11.26, 8.78], [-5.97, 9.79, 8.91], [-5.07, 10.92, 9.73], [-4.23, 9.44, 9.45], [7.96, 5.84, -5.09], [8.63, 4.58, -4.55], [7.58, 3.70, -3.80], [8.17, 2.46, -3.13], [7.07, 1.83, -2.35], [7.54, 0.37, -1.94], [7.91, -0.48, -3.11], [9.11, 0.13, -3.81], [8.85, 1.57, -4.24], [9.21, 2.93, -2.08], [7.35, 6.18, -4.25], [7.30, 5.65, -5.93], [8.65, 6.67, -5.24], [9.27, 5.03, -3.79], [9.26, 3.96, -5.19], [6.86, 3.40, -4.57], [6.89, 4.20, -3.13], [6.20, 1.65, -2.98], [6.81, 2.48, -1.52], [6.64, 0.03, -1.43], [8.44, 0.35, -1.32], [7.06, -0.44, -3.80], [8.09, -1.52, -2.87], [9.38, -0.47, -4.68], [9.94, 0.11, -3.11], [8.14, 1.59, -5.07], [9.76, 1.98, -4.68], [8.65, 3.53, -1.37], [10.12, 3.43, -2.42], [9.53, 1.96, -1.70], [-1.77, -3.80, -6.52], [-0.26, -3.82, -6.66], [0.12, -5.31, -6.66], [1.60, -5.78, -6.66], [2.42, -5.07, -5.50], [3.90, -5.59, -5.45], [3.94, -7.13, -5.34], [3.15, -7.88, -6.45], [1.65, -7.33, -6.66], [2.21, -5.27, -7.98], [-2.34, -4.24, -7.34], [-2.20, -2.81, -6.37], [-2.11, -4.23, -5.58], [0.30, -3.32, -5.87], [0.03, -3.19, -7.50], [-0.21, -5.72, -7.62], [-0.40, -5.82, -5.85], [1.80, -5.31, -4.64], [2.46, -3.98, -5.58], [4.30, -5.23, -4.49], [4.35, -5.17, -6.35], [3.41, -7.30, -4.41], [4.93, -7.54, -5.15], [3.15, -8.93, -6.15], [3.73, -7.85, -7.38], [0.93, -7.59, -5.88], [1.12, -7.68, -7.56], [1.57, -5.74, -8.72], [3.18, -5.64, -8.31], [2.17, -4.19, -7.89], [-0.99, -4.58, -0.30], [-0.71, -3.27, 0.48], [-0.15, -2.07, -0.40], [0.02, -0.78, 0.49], [-1.34, -0.17, 1.03], [-1.20, 1.35, 1.42], [-0.54, 2.25, 0.38], [0.84, 1.74, 0.02], [0.77, 0.31, -0.48], [0.89, -1.01, 1.77], [-0.05, -5.12, -0.41], [-1.41, -4.37, -1.29], [-1.60, -5.27, 0.29], [0.08, -3.55, 1.17], [-1.61, -2.96, 1.03], [-0.83, -1.78, -1.20], [0.88, -2.28, -0.67], [-2.05, -0.24, 0.20], [-1.63, -0.82, 1.86], [-2.21, 1.74, 1.59], [-0.72, 1.54, 2.38], [-1.23, 2.47, -0.43], [-0.34, 3.24, 0.80], [1.53, 2.40, -0.50], [1.45, 1.71, 0.93], [0.21, 0.34, -1.42], [1.73, -0.18, -0.64], [0.26, -1.65, 2.39], [1.05, -0.06, 2.28], [1.74, -1.44, 1.25], [1.65, 11.50, -8.42], [1.56, 10.23, -7.65], [0.95, 10.43, -6.22], [0.90, 9.20, -5.28], [1.97, 8.15, -5.72], [1.91, 6.83, -5.18], [0.49, 6.18, -5.16], [-0.59, 7.14, -4.84], [-0.39, 8.44, -5.62], [1.01, 9.53, -3.72], [0.65, 11.82, -8.69], [2.23, 11.30, -9.32], [2.04, 12.26, -7.74], [2.60, 9.91, -7.58], [0.89, 9.62, -8.25], [-0.06, 10.85, -6.24], [1.62, 11.20, -5.83], [1.86, 7.93, -6.78], [2.93, 8.62, -5.51], [2.62, 6.22, -5.75], [2.24, 6.87, -4.15], [0.39, 5.85, -6.20], [0.25, 5.33, -4.52], [-1.58, 6.67, -4.87], [-0.33, 7.30, -3.79], [-0.45, 8.27, -6.69], [-1.22, 9.13, -5.42], [1.23, 8.60, -3.21], [0.08, 9.98, -3.38], [1.81, 10.25, -3.57], [-7.37, -1.31, 3.37], [-8.07, -2.67, 3.17], [-7.19, -3.68, 3.91], [-7.73, -5.16, 3.56], [-7.55, -5.46, 2.04], [-7.60, -6.95, 1.69], [-6.74, -7.90, 2.53], [-6.86, -7.62, 4.01], [-6.69, -6.09, 4.29], [-9.11, -5.49, 4.09], [-7.92, -0.47, 2.94], [-6.38, -1.26, 2.91], [-7.25, -1.13, 4.44], [-8.13, -2.80, 2.09], [-9.07, -2.55, 3.58], [-7.30, -3.55, 4.99], [-6.16, -3.69, 3.57], [-6.57, -5.04, 1.83], [-8.34, -5.00, 1.46], [-7.28, -7.01, 0.65], [-8.64, -7.26, 1.65], [-5.73, -7.71, 2.17], [-6.89, -8.96, 2.36], [-6.31, -8.33, 4.64], [-7.82, -8.04, 4.29], [-5.74, -5.76, 3.89], [-6.70, -5.78, 5.33], [-9.08, -4.82, 4.95], [-9.23, -6.53, 4.37], [-9.93, -5.14, 3.47], [-8.53, 11.60, 1.12], [-8.31, 10.05, 1.33], [-7.92, 9.29, -0.01], [-7.76, 7.76, -0.04], [-9.15, 7.22, 0.01], [-9.32, 5.74, -0.23], [-8.50, 5.34, -1.47], [-7.04, 5.83, -1.64], [-6.95, 7.42, -1.33], [-6.97, 7.21, 1.15], [-9.37, 11.76, 0.45], [-7.63, 12.14, 0.80], [-8.77, 12.16, 2.02], [-9.21, 9.66, 1.81], [-7.42, 9.92, 1.94], [-6.92, 9.60, -0.32], [-8.41, 9.46, -0.97], [-9.72, 7.72, -0.78], [-9.58, 7.38, 1.00], [-10.38, 5.53, -0.36], [-9.10, 5.15, 0.66], [-9.11, 5.70, -2.29], [-8.51, 4.25, -1.51], [-6.86, 5.79, -2.72], [-6.35, 5.33, -0.96], [-7.42, 7.93, -2.18], [-5.94, 7.79, -1.20], [-6.77, 6.14, 1.18], [-7.63, 7.42, 2.00], [-6.05, 7.77, 1.24], [7.87, -7.49, 5.47], [7.30, -6.23, 6.10], [8.10, -4.90, 5.51], [7.86, -3.57, 6.36], [6.35, -3.23, 6.45], [5.84, -2.63, 5.12], [6.63, -1.39, 4.89], [8.15, -1.74, 4.65], [8.74, -2.37, 5.88], [8.46, -3.82, 7.80], [8.82, -7.92, 5.77], [7.58, -7.53, 4.42], [7.20, -8.25, 5.89], [7.27, -6.33, 7.19], [6.27, -6.12, 5.73], [7.73, -4.59, 4.53], [9.17, -5.09, 5.40], [5.77, -4.15, 6.60], [6.16, -2.50, 7.23], [5.75, -3.22, 4.21], [4.82, -2.30, 5.32], [6.33, -0.88, 3.98], [6.56, -0.61, 5.65], [8.20, -2.45, 3.82], [8.54, -0.75, 4.40], [9.76, -2.69, 5.66], [8.67, -1.65, 6.69], [7.83, -4.63, 8.17], [8.33, -2.93, 8.42], [9.51, -4.11, 7.69], [0.37, -12.40, 1.73], [1.48, -12.07, 0.71], [2.52, -13.24, 0.61], [3.63, -13.17, -0.51], [3.13, -12.88, -1.93], [2.21, -14.07, -2.40], [3.00, -15.41, -2.58], [3.70, -15.72, -1.27], [4.47, -14.50, -0.68], [4.66, -12.06, -0.19], [0.69, -12.20, 2.75], [0.03, -13.44, 1.69], [-0.44, -11.70, 1.53], [1.84, -11.09, 1.02], [0.96, -12.03, -0.25], [1.97, -14.14, 0.31], [3.00, -13.47, 1.56], [2.47, -12.01, -1.91], [3.95, -12.67, -2.62], [1.29, -14.26, -1.86], [1.86, -13.78, -3.40], [2.37, -16.18, -3.02], [3.71, -15.24, -3.39], [3.02, -16.03, -0.48], [4.36, -16.54, -1.57], [4.94, -14.69, 0.28], [5.29, -14.31, -1.38], [5.13, -12.38, 0.74], [4.00, -11.19, -0.12], [5.27, -11.89, -1.08], [-3.29, -11.28, -2.60], [-3.20, -11.68, -1.31], [-2.49, -10.15, -2.84], [-2.86, -12.31, -3.45], [-4.64, -10.94, -2.80], [-5.79, -0.88, -2.46], [-5.97, -2.25, -2.26], [-6.00, -0.25, -1.32], [-4.44, -0.50, -2.85], [-6.65, -0.39, -3.41], [3.83, 7.52, 1.97], [4.47, 6.63, 1.20], [4.32, 6.81, 0.00], [5.14, 5.74, 1.69], [3.43, 7.97, 1.22]]
}



No. 2
{
  "formula": "C3H5Br3Ca2F2O5P",
  "method": "ωB97M-V/def2-TZVPD",
  "orbital_gap_ha": 0.28483,
  "charge": 1,
  "lumo_energy_ev": -4.4,
  "elements": ["Ca", "Ca", "O", "H", "O", "P", "O", "F", "F", "C", "C", "O", "O", "H", "H", "H", "C", "Br", "Br", "Br", "H"],
  "coordinates": [[-2.29, 2.13, 1.02], [-2.36, -1.47, -0.26], [-2.26, -0.13, 1.63], [-1.70, -0.29, 2.39], [-0.16, 1.85, 0.73], [0.73, 0.74, 0.25], [0.15, -0.58, -0.08], [1.90, 0.65, 1.28], [1.52, 1.27, -0.99], [-1.44, 1.55, -3.15], [-2.06, 0.60, -2.15], [-2.02, -0.62, -2.43], [-2.48, 0.95, -1.01], [-0.97, 1.03, -3.98], [-0.66, 2.14, -2.68], [-2.23, 2.18, -3.57], [3.29, -2.27, 2.58], [4.03, -2.88, 4.30], [1.35, -2.41, 2.53], [4.11, -3.22, 1.10], [3.54, -1.22, 2.50]]
}



No. 3
{
  "formula": "C15H18BiN6O2S2",
  "method": "ωB97M-V/def2-TZVPD",
  "orbital_gap_ha": 0.25552,
  "charge": 3,
  "lumo_energy_ev": -10.6,
  "elements": ["Bi", "N", "C", "N", "C", "C", "S", "C", "C", "S", "C", "N", "N", "H", "H", "H", "H", "H", "H", "N", "C", "O", "C", "C", "C", "C", "N", "C", "H", "H", "H", "H", "H", "H", "C", "C", "C", "O", "H", "H", "H", "H", "H", "H"],
  "coordinates": [[-0.64, -0.79, -1.08], [0.26, -2.48, 1.98], [-0.07, -1.18, 2.10], [-0.30, -0.38, 1.05], [-0.63, 0.93, 1.45], [-0.68, 1.08, 2.78], [-0.27, -0.38, 3.60], [-0.86, 1.88, 0.37], [-1.18, 3.19, 0.43], [-1.30, 3.87, -1.15], [-0.94, 2.35, -1.86], [-0.71, 1.40, -0.95], [-0.89, 2.17, -3.18], [0.81, -2.79, 1.20], [0.40, -3.02, 2.82], [-0.92, 1.97, 3.35], [-1.34, 3.80, 1.30], [-1.08, 2.94, -3.81], [-0.47, 1.36, -3.60], [5.15, 1.74, 0.60], [4.46, 0.63, 0.91], [4.26, 0.19, 2.02], [3.79, -0.12, -0.23], [4.40, -1.17, -0.91], [3.65, -1.95, -1.77], [2.30, -1.71, -1.89], [1.70, -0.71, -1.21], [2.44, 0.09, -0.42], [5.66, 2.19, 1.35], [5.43, 1.94, -0.34], [5.45, -1.38, -0.75], [4.10, -2.76, -2.33], [1.67, -2.33, -2.53], [1.92, 0.88, 0.10], [-4.08, -2.09, 0.79], [-4.02, -0.92, -0.13], [-5.29, -0.30, -0.57], [-2.93, -0.47, -0.54], [-4.63, -1.81, 1.69], [-3.08, -2.44, 1.06], [-4.65, -2.89, 0.33], [-5.92, -0.09, 0.29], [-5.85, -1.03, -1.17], [-5.12, 0.60, -1.15]]
}



What is the formula in the first record? C82H181B2F8N9O3